{"formula": "C56H168O28", "method": "the ωB97M-V functional and the def2-TZVPD basis", "species": ["C", "C", "C", "O", "H", "H", "H", "H", "H", "H", "H", "H", "C", "C", "C", "O", "H", "H", "H", "H", "H", "H", "H", "H", "C", "C", "C", "O", "H", "H", "H", "H", "H", "H", "H", "H", "C", "C", "C", "O", "H", "H", "H", "H", "H", "H", "H", "H", "C", "C", "C", "O", "H", "H", "H", "H", "H", "H", "H", "H", "C", "C", "C", "O", "H", "H", "H", "H", "H", "H", "H", "H", "C", "C", "C", "O", "H", "H", "H", "H", "H", "H", "H", "H", "C", "C", "C", "O", "H", "H", "H", "H", "H", "H", "H", "H", "C", "C", "C", "O", "H", "H", "H", "H", "H", "H", "H", "H", "C", "C", "C", "O", "H", "H", "H", "H", "H", "H", "H", "H", "C", "C", "C", "O", "H", "H", "H", "H", "H", "H", "H", "H", "C", "C", "C", "O", "H", "H", "H", "H", "H", "H", "H", "H", "C", "C", "C", "O", "H", "H", "H", "H", "H", "H", "H", "H", "C", "C", "C", "O", "H", "H", "H", "H", "H", "H", "H", "H", "C", "O", "H", "H", "H", "H", "C", "O", "H", "H", "H", "H", "C", "O", "H", "H", "H", "H", "C", "O", "H", "H", "H", "H", "C", "O", "H", "H", "H", "H", "C", "O", "H", "H", "H", "H", "C", "O", "H", "H", "H", "H", "C", "O", "H", "H", "H", "H", "C", "O", "H", "H", "H", "H", "C", "O", "H", "H", "H", "H", "C", "O", "H", "H", "H", "H", "C", "O", "H", "H", "H", "H", "C", "O", "H", "H", "H", "H", "C", "O", "H", "H", "H", "H"], "xyz": [[-1.570073, 3.813902, 6.631469], [-2.702566, 4.217992, 5.684721], [-3.048792, 3.121673, 4.711616], [-3.794810, 4.546725, 6.472016], [-1.801333, 2.796943, 6.948359], [-1.434386, 4.524239, 7.447018], [-0.638337, 3.799735, 6.065991], [-2.498443, 5.124810, 5.115419], [-3.861718, 3.384261, 4.034629], [-3.435298, 2.204256, 5.155534], [-2.203618, 2.768709, 4.120682], [-4.077902, 3.717353, 6.863937], [-6.153671, 2.693282, -2.471591], [-7.086496, 3.587663, -1.775571], [-7.187919, 4.833763, -2.614712], [-8.333420, 3.031010, -1.919090], [-6.476897, 2.281357, -3.427589], [-5.828129, 1.880179, -1.822743], [-5.192825, 3.196084, -2.581471], [-6.812791, 3.806096, -0.743355], [-7.855953, 5.578912, -2.182762], [-7.509724, 4.616200, -3.633142], [-6.211512, 5.312693, -2.687960], [-8.981067, 3.728534, -1.794075], [-6.634956, -1.440392, 3.837411], [-5.224041, -1.310685, 3.214776], [-4.093069, -1.287403, 4.227383], [-5.057570, -2.240629, 2.188685], [-6.794462, -0.669514, 4.591345], [-6.709871, -2.401323, 4.346428], [-7.392277, -1.291565, 3.067728], [-5.200588, -0.332054, 2.735379], [-3.160783, -1.536714, 3.720644], [-4.231193, -2.102641, 4.937602], [-4.132462, -0.363549, 4.804497], [-5.042222, -3.106113, 2.603753], [0.855500, -9.512777, 1.701707], [-0.498788, -8.949466, 1.319200], [-0.837875, -7.648351, 2.108813], [-0.568612, -8.729269, -0.059084], [1.598901, -8.799481, 1.345788], [1.023671, -10.506341, 1.286193], [1.065946, -9.635000, 2.764186], [-1.275840, -9.640130, 1.646738], [-0.148219, -6.819832, 1.947500], [-0.862658, -7.778899, 3.190685], [-1.776401, -7.270259, 1.703463], [-1.446915, -8.398031, -0.260250], [-1.411416, -1.359780, 0.404076], [-0.210086, -0.955855, -0.383933], [-0.478363, 0.373701, -1.209981], [0.771804, -0.622387, 0.638211], [-1.089318, -2.131677, 1.103017], [-2.120288, -1.837426, -0.272276], [-1.981319, -0.562027, 0.880417], [0.081406, -1.832925, -0.961756], [0.429091, 0.660895, -1.741154], [-0.921869, 1.226584, -0.696174], [-1.221081, 0.146848, -1.974844], [0.544477, 0.167772, 1.133749], [5.643356, 1.598652, -4.897028], [5.596645, 1.274894, -3.392382], [6.986196, 1.405520, -2.711089], [4.756148, 2.195173, -2.806813], [6.235697, 0.893970, -5.480679], [6.047505, 2.601914, -5.032069], [4.630071, 1.482286, -5.281480], [5.193463, 0.301184, -3.114112], [6.963623, 1.182282, -1.644433], [7.463372, 2.360928, -2.929274], [7.681158, 0.673871, -3.123181], [4.148887, 2.487961, -3.490261], [1.738483, 5.049442, 1.694026], [0.254009, 5.336250, 1.628297], [-0.208117, 5.933429, 2.914206], [0.017788, 6.221316, 0.520700], [2.362069, 5.895008, 1.984299], [2.192896, 4.714380, 0.761645], [2.054358, 4.280787, 2.399363], [-0.258096, 4.409646, 1.368995], [-1.269662, 6.179638, 2.938605], [0.230048, 6.919505, 3.068388], [0.053487, 5.291339, 3.755274], [0.685740, 6.905932, 0.602741], [6.650343, -1.191601, 0.553698], [7.451969, -2.469623, 0.469200], [6.624789, -3.665399, -0.125506], [8.605475, -2.303192, -0.314499], [5.695974, -1.333655, 1.060764], [6.484741, -0.872127, -0.475191], [7.189201, -0.421210, 1.105265], [7.714873, -2.781293, 1.480065], [5.671336, -3.837828, 0.373780], [7.225768, -4.574573, -0.143571], [6.370679, -3.456240, -1.164631], [9.094992, -1.521529, -0.048061], [-2.610495, -4.561694, 4.365893], [-3.930053, -5.359994, 4.315199], [-4.741396, -5.260377, 5.625778], [-4.710180, -4.863193, 3.217573], [-2.644457, -3.747911, 5.090257], [-2.274761, -4.183682, 3.400234], [-1.776464, -5.150997, 4.746943], [-3.710610, -6.385006, 4.016383], [-4.846001, -4.235832, 5.982800], [-4.227129, -5.867208, 6.371014], [-5.736530, -5.697084, 5.541564], [-5.320418, -5.542188, 2.920613], [5.578061, 5.416469, -3.408559], [5.552600, 5.300765, -1.948331], [4.109921, 5.234198, -1.355529], [6.407558, 4.215072, -1.556758], [5.356929, 4.462075, -3.886409], [6.618046, 5.628767, -3.656467], [4.804628, 6.095179, -3.768055], [5.980572, 6.203937, -1.513351], [3.560980, 6.140856, -1.609987], [4.168303, 4.942571, -0.306893], [3.593929, 4.395873, -1.823550], [5.928905, 3.418283, -1.796802], [1.078594, -0.544064, -4.303430], [0.545450, 0.014803, -5.572232], [-0.769829, 0.643924, -5.389370], [1.376424, 1.055694, -6.011394], [1.911635, -1.209639, -4.529647], [0.324743, -1.199996, -3.868054], [1.374336, 0.190666, -3.554561], [0.598600, -0.730475, -6.365855], [-1.532198, -0.134761, -5.413086], [-1.017151, 1.266366, -6.249303], [-0.915161, 1.164082, -4.442582], [1.017347, 1.405878, -6.829954], [3.046493, 4.891714, -6.211413], [2.423439, 4.574342, -4.831910], [0.824981, 4.551778, -4.900382], [2.824485, 3.322243, -4.421137], [2.824243, 5.900311, -6.559893], [2.730583, 4.188711, -6.982192], [4.122442, 4.835241, -6.046388], [2.708867, 5.329382, -4.099414], [0.551103, 3.692831, -5.512999], [0.416357, 5.494069, -5.265366], [0.406645, 4.343260, -3.915688], [2.310378, 2.675516, -4.910060], [-3.064492, -1.959941, -3.388406], [-3.847710, -0.666316, -3.553006], [-5.189057, -0.840870, -4.281614], [-4.055757, -0.065944, -2.309035], [-3.593618, -2.672265, -2.755374], [-2.032156, -1.872004, -3.049773], [-3.038484, -2.458440, -4.357381], [-3.225915, 0.002910, -4.147670], [-5.823613, -1.483408, -3.671209], [-5.015329, -1.184877, -5.301206], [-5.609964, 0.164519, -4.292862], [-4.523194, -0.690434, -1.749465], [-3.773814, -4.761441, -0.013725], [-2.860122, -5.533401, -0.924943], [-1.394821, -5.176159, -0.757786], [-2.897138, -6.939129, -0.580650], [-4.829500, -4.932705, -0.224180], [-3.526277, -3.700710, -0.054558], [-3.558151, -5.054564, 1.013730], [-3.081903, -5.353534, -1.976879], [-0.811973, -5.849961, -1.385775], [-0.949305, -5.177220, 0.237014], [-1.323864, -4.161720, -1.150201], [-3.794340, -7.257437, -0.704363], [3.602277, 3.262751, 5.209451], [3.189610, 3.970835, 6.363084], [4.445383, 2.631433, 5.489992], [2.836905, 2.654386, 4.727597], [3.959451, 3.995057, 4.485394], [3.276646, 4.910457, 6.186672], [4.202846, -0.576997, 3.263679], [5.337062, 0.203130, 3.416320], [3.829659, -0.288805, 2.280941], [4.608305, -1.587897, 3.221416], [3.438819, -0.422373, 4.025550], [5.061111, 1.110667, 3.268594], [-1.404406, -0.485847, 6.518690], [-0.064917, -0.258391, 6.059115], [-1.395365, -0.813179, 7.558340], [-1.952401, 0.455869, 6.549834], [-1.858803, -1.161723, 5.794254], [0.338384, 0.507742, 6.473836], [-2.705304, 3.762175, -5.394010], [-3.438584, 4.135453, -6.548705], [-1.640218, 3.670521, -5.606824], [-2.845030, 4.435569, -4.548365], [-3.057370, 2.784098, -5.066136], [-3.084607, 4.962220, -6.884499], [-1.770680, 4.233195, -1.457941], [-2.183790, 4.948608, -0.294543], [-2.535550, 3.514165, -1.751327], [-1.726098, 4.902320, -2.317226], [-0.792595, 3.763955, -1.351818], [-1.477087, 5.534843, -0.014388], [-3.583751, 1.868508, 1.234120], [-2.408631, 2.587199, 1.349971], [-3.530679, 1.365830, 0.268407], [-3.624838, 1.045296, 1.947375], [-4.503917, 2.447834, 1.310125], [-2.375045, 3.301726, 0.709729], [-6.570859, -2.264417, -1.090872], [-5.361729, -1.661377, -0.668540], [-7.264620, -1.497087, -1.434372], [-6.337210, -3.054111, -1.804941], [-7.011051, -2.754107, -0.222223], [-5.243555, -1.789097, 0.275566], [0.835290, -2.890709, 3.155712], [1.603989, -2.854879, 1.943812], [-0.126971, -3.400869, 3.112204], [1.337141, -3.428672, 3.959973], [0.660991, -1.881449, 3.528686], [1.245761, -2.133306, 1.421690], [1.398950, -5.298108, -4.597494], [2.253488, -4.220953, -4.898002], [0.687971, -4.884894, -3.882048], [0.863676, -5.633175, -5.485923], [1.955431, -6.068252, -4.063339], [2.801466, -4.094422, -4.119986], [3.130678, 1.085598, -0.039915], [4.264248, 1.930794, -0.236755], [3.458650, 0.090355, 0.260129], [2.586461, 1.492021, 0.812585], [2.491646, 1.039573, -0.921737], [4.589034, 1.965157, -1.139493], [2.486606, -5.898072, 0.425455], [2.959400, -5.516675, 1.708997], [1.398121, -5.942475, 0.389024], [2.764282, -5.235907, -0.394631], [2.885519, -6.890299, 0.214591], [2.352339, -4.796242, 1.893546], [3.483294, -2.888649, -2.017811], [3.936458, -4.070091, -2.631070], [3.871086, -2.021223, -2.551942], [2.408332, -2.852479, -2.194625], [3.742354, -2.847843, -0.959838], [3.888222, -4.853171, -2.077832], [5.886976, 3.460538, 2.213828], [4.654315, 2.850008, 2.284480], [5.880372, 4.380695, 1.629563], [6.312171, 3.589676, 3.209127], [6.555906, 2.759552, 1.714575], [4.429595, 2.581328, 1.390666], [0.137495, 1.439134, 3.324100], [0.198786, 1.588178, 1.945928], [0.231559, 2.362286, 3.895984], [-0.812682, 0.931577, 3.490405], [0.944624, 0.845274, 3.753011], [-0.634884, 1.928220, 1.612816]], "atomic_forces_ev_per_a": [[0.353, 0.232, -1.239], [0.737, -0.107, 0.027], [-0.214, -0.798, -0.812], [-1.481, 0.304, 0.560], [0.204, 0.024, 0.482], [-0.268, -0.213, 0.052], [0.246, -0.241, 0.070], [0.388, 0.053, 0.052], [0.179, 0.471, -0.158], [0.076, -0.072, 0.792], [0.095, 0.357, -0.130], [-0.336, 0.000, 0.295], [2.449, -1.354, 0.842], [-0.238, 1.467, -1.856], [1.059, 1.579, 0.126], [-2.323, -1.579, 0.950], [-0.267, 0.325, 0.132], [-0.417, -0.521, -0.105], [0.062, 0.273, -0.459], [0.127, -0.078, 0.169], [-0.219, 0.037, 0.064], [-0.070, -0.247, 0.116], [0.086, 0.225, -0.043], [-0.229, -0.119, 0.078], [0.879, 0.292, 0.094], [-1.056, 1.529, 0.408], [-0.586, -1.057, 0.135], [0.221, -0.120, -0.619], [0.068, 0.083, 0.073], [-0.277, -0.164, -0.160], [-0.008, -0.342, 0.039], [-0.038, 0.080, -0.301], [0.229, 0.679, 0.041], [-0.090, -0.115, 0.226], [0.450, 0.073, -0.216], [0.176, -0.815, -0.024], [0.417, 0.096, -0.317], [-0.291, 0.716, 2.006], [0.262, 0.092, -0.631], [0.497, -0.263, -0.348], [0.253, -0.208, -0.208], [0.033, 0.145, -0.397], [-0.595, 0.277, 0.186], [-0.183, -0.442, -0.164], [0.485, -0.185, -0.248], [-0.296, -0.305, -0.018], [-0.330, -0.073, 0.378], [-0.207, 0.326, -0.172], [-1.230, -1.053, -0.614], [-0.503, 3.424, 1.646], [0.085, -1.836, -0.798], [1.145, -2.010, -1.564], [-0.229, 0.096, 0.297], [-0.318, -0.115, -0.084], [0.423, 0.173, 0.210], [0.696, 0.417, -0.204], [-0.029, 0.193, 0.242], [0.323, -0.271, 0.693], [-0.109, -0.113, -0.219], [-0.533, 0.807, 0.155], [-0.006, -1.168, 0.441], [2.369, -0.599, -0.234], [0.056, -0.644, -0.881], [-0.708, 1.140, 0.804], [0.238, -0.016, 0.207], [-0.204, 0.015, -0.076], [-0.072, 0.426, -0.193], [0.127, -0.532, -0.671], [-0.226, 0.357, 0.089], [-0.295, 0.199, 0.278], [-0.135, -0.285, -0.155], [-0.823, 0.667, 0.015], [1.272, -0.571, -0.021], [1.125, -0.323, -0.401], [-0.732, 0.628, 0.580], [-0.053, -0.039, 0.218], [-0.327, 0.566, 0.097], [-0.494, -0.051, -0.321], [-0.505, -0.197, 0.236], [-0.181, 0.039, 0.184], [-0.236, -0.523, -0.111], [0.558, -0.043, 0.020], [-0.086, 0.028, 0.056], [-0.049, 0.305, -0.255], [-0.037, -0.083, -0.267], [-1.317, -1.176, 0.440], [0.658, 0.945, -0.390], [0.400, -0.312, -0.607], [0.015, -0.049, -0.054], [-0.217, 0.286, -0.026], [0.033, 0.094, -0.058], [0.258, 0.006, 0.254], [0.207, 0.036, 0.429], [-0.038, -0.002, 0.223], [0.082, 0.170, -0.184], [-0.112, 0.082, 0.196], [0.139, -0.208, 0.555], [-0.030, 0.462, -0.068], [0.583, -0.722, -0.347], [-0.167, 0.695, -0.242], [-0.328, 0.267, -0.228], [-0.377, -0.025, -0.091], [-0.127, -0.467, -0.075], [0.138, -0.249, 0.583], [0.138, 0.008, -0.117], [0.082, 0.205, 0.269], [-0.031, 0.021, -0.273], [-0.058, -0.059, 0.099], [0.057, -0.391, -1.271], [-0.701, -0.038, 1.943], [1.051, -1.221, -0.758], [-0.431, 0.848, 0.461], [-0.113, -0.158, 0.143], [-0.227, 0.539, -0.597], [0.511, 0.516, -0.208], [0.360, -0.021, 0.073], [0.026, 0.098, 0.484], [-0.132, 0.633, 0.141], [-0.219, -0.080, -0.184], [-0.081, -0.210, -0.172], [0.572, -1.250, 0.320], [0.367, 0.450, -0.157], [-2.321, -0.819, -0.346], [2.076, 1.296, -0.138], [0.266, 0.131, 0.163], [-0.137, 0.047, 0.149], [-0.065, 0.189, -0.250], [-0.585, -0.411, 0.130], [-0.227, -0.123, 0.147], [-0.038, 0.328, 0.126], [0.367, 0.262, -0.084], [0.023, -0.010, -0.100], [0.064, 0.302, 0.938], [-2.613, 1.221, -1.525], [1.622, 0.039, 0.336], [0.776, -1.004, 0.935], [-0.140, 0.046, 0.090], [0.033, -0.150, 0.108], [0.110, -0.116, -0.390], [0.250, -0.199, 0.067], [-0.138, 0.198, -0.364], [-0.032, -0.143, -0.186], [0.111, 0.131, 0.164], [-0.199, -0.596, -0.250], [-0.391, -0.732, -0.795], [0.273, -0.435, -0.133], [0.942, 0.531, 0.500], [0.563, 1.161, -0.106], [-0.069, 0.098, 0.377], [-0.080, 0.340, 0.174], [0.224, -0.078, -0.231], [-0.052, 0.278, 0.060], [-0.157, -0.194, -0.384], [-0.345, -0.228, 0.057], [-0.317, -0.129, -0.198], [-0.291, -0.320, 0.579], [0.391, 0.216, 0.358], [1.011, -0.680, 0.969], [0.005, 0.633, -0.683], [-0.473, 0.014, -0.472], [-0.068, 0.114, -0.048], [-0.343, 0.129, -0.228], [-0.118, -0.122, 0.035], [-0.308, -0.312, -0.158], [0.119, 0.087, -0.014], [-0.513, -0.172, 0.216], [0.444, 0.161, -0.064], [-0.168, -0.111, -0.020], [0.929, 0.575, -0.269], [-0.646, 0.011, 0.429], [-0.021, -0.212, -0.157], [-0.294, 0.068, 0.255], [0.045, -0.332, -0.334], [-0.069, -0.126, 0.060], [0.257, -0.278, -1.132], [1.162, 0.924, 1.047], [-0.837, -0.609, -0.057], [-0.758, -0.280, 0.159], [-0.044, -0.225, 0.203], [0.160, 0.522, -0.182], [0.874, 1.004, 0.110], [-0.155, -0.365, -0.293], [-0.128, -0.664, -0.112], [-0.282, 0.088, -0.352], [-0.032, -0.094, 0.439], [-0.219, 0.044, 0.244], [0.051, -0.297, 0.047], [-0.063, -0.069, 0.119], [0.047, 0.051, 0.026], [-0.052, 0.278, -0.020], [-0.107, -0.018, -0.159], [0.003, 0.046, 0.015], [-0.185, 0.754, -0.444], [-0.715, -1.186, -0.299], [0.011, -0.277, 0.473], [0.233, 0.252, -0.088], [0.016, -0.199, 0.156], [0.383, 0.441, -0.134], [-0.565, -1.304, -1.062], [1.313, 0.412, 1.144], [-0.671, -0.140, -0.324], [0.216, 0.269, 0.410], [0.065, 0.241, 0.060], [-0.194, 0.695, -0.238], [0.106, -0.277, 0.975], [0.159, 0.130, -0.239], [0.020, -0.204, -0.391], [-0.266, 0.226, -0.377], [-0.300, -0.080, -0.030], [0.110, -0.124, 0.522], [0.260, 0.286, 0.241], [-0.383, -1.330, 1.300], [-0.253, -0.014, -0.694], [0.619, 0.026, -0.266], [-0.058, 0.133, 0.016], [-0.056, 0.816, -0.441], [-0.131, 0.856, 0.926], [0.144, 0.241, -1.011], [-0.682, -0.457, 0.121], [0.311, -0.152, 0.070], [-0.141, -0.526, -0.381], [0.516, 0.008, 0.182], [0.653, 0.152, 0.059], [-0.181, 0.128, 1.172], [-0.101, -0.195, -0.300], [-0.274, 0.045, -0.174], [-0.020, -0.004, 0.052], [-0.443, -0.186, -0.535], [0.112, -0.825, 0.039], [-0.501, 0.062, -0.804], [-0.137, -0.198, 0.085], [0.356, 0.375, 0.068], [-0.079, -0.002, -0.118], [0.266, 0.744, 0.655], [-0.716, 0.009, 0.068], [0.817, -0.382, -0.921], [0.437, -0.162, 0.064], [-0.352, 0.275, 0.582], [-0.127, 0.165, -0.012], [-0.099, 0.247, 0.365], [1.542, -0.383, -0.416], [-1.580, -0.124, 1.134], [0.010, 0.253, 0.172], [-0.268, 0.338, 0.088], [0.485, 0.157, -0.224], [-0.047, -0.224, -0.719], [-0.649, -0.456, 1.039], [1.501, 0.403, -1.010], [-0.450, 0.479, -0.190], [0.012, 0.026, 0.960], [0.075, -0.447, -0.678], [-0.713, 0.260, 0.050]], "lowdin_charge": [-0.03, -0.52, -0.05, -0.04, 0.06, 0.09, 0.06, 0.13, 0.09, 0.07, 0.06, 0.09, -0.07, -0.54, -0.07, -0.04, 0.09, 0.07, 0.07, 0.14, 0.08, 0.09, 0.08, 0.09, -0.03, -0.49, -0.05, -0.05, 0.08, 0.07, 0.08, 0.12, 0.08, 0.06, 0.08, 0.05, -0.05, -0.50, -0.05, -0.03, 0.07, 0.08, 0.08, 0.13, 0.06, 0.08, 0.05, 0.05, -0.05, -0.37, -0.01, -0.10, 0.08, 0.06, 0.08, 0.13, 0.04, 0.06, 0.06, 0.03, -0.02, -0.45, -0.03, -0.10, 0.09, 0.08, 0.07, 0.13, 0.07, 0.08, 0.08, 0.05, -0.05, -0.46, -0.04, -0.06, 0.09, 0.07, 0.07, 0.12, 0.08, 0.09, 0.08, 0.10, -0.05, -0.49, -0.04, -0.04, 0.06, 0.07, 0.08, 0.13, 0.07, 0.08, 0.06, 0.09, -0.04, -0.42, -0.04, -0.09, 0.06, 0.07, 0.08, 0.13, 0.07, 0.08, 0.08, 0.10, -0.06, -0.47, -0.04, -0.05, 0.06, 0.10, 0.08, 0.13, 0.08, 0.06, 0.06, 0.02, -0.04, -0.50, -0.06, -0.06, 0.08, 0.08, 0.07, 0.15, 0.08, 0.09, 0.09, 0.09, -0.03, -0.46, -0.03, -0.07, 0.08, 0.08, 0.07, 0.12, 0.05, 0.08, 0.07, 0.06, -0.05, -0.50, -0.02, -0.07, 0.07, 0.06, 0.08, 0.10, 0.07, 0.08, 0.07, 0.02, -0.04, -0.45, -0.04, -0.07, 0.09, 0.06, 0.07, 0.13, 0.09, 0.07, 0.07, 0.09, -0.16, -0.12, 0.08, 0.06, 0.07, 0.07, -0.17, -0.13, 0.06, 0.09, 0.08, 0.03, -0.12, -0.13, 0.08, 0.05, 0.06, 0.08, -0.16, -0.11, 0.04, 0.07, 0.07, 0.07, -0.13, -0.13, 0.08, 0.07, 0.08, 0.02, -0.14, -0.13, 0.08, 0.06, 0.09, 0.04, -0.12, -0.15, 0.09, 0.08, 0.08, 0.05, -0.13, -0.13, 0.05, 0.08, 0.07, 0.01, -0.16, -0.14, 0.06, 0.08, 0.08, 0.01, -0.10, -0.14, 0.06, 0.07, 0.07, 0.02, -0.15, -0.11, 0.06, 0.05, 0.08, 0.02, -0.14, -0.13, 0.08, 0.07, 0.08, 0.08, -0.16, -0.15, 0.08, 0.08, 0.08, 0.02, -0.14, -0.13, 0.07, 0.08, 0.07, 0.04], "gap_ev": 9.42, "multiplicity": 1, "total_charge": 0, "largest_force_ev_per_a": 3.83, "e_lumo_ev": 0.0509}